No. 1
Below is a molecular structure, C34H80AsF12N5O8S2 at a distorted geometry, with properties calculated with the ωB97M-V functional and the def2-TZVPD basis.

```
142
Properties=species:S:1:pos:R:3:forces:R:3
C -3.806164 -3.880271 -0.279200 0.48 0.21 -0.56
C -3.220816 -2.740307 0.508673 1.16 1.74 -1.79
N -3.753130 -1.353119 0.118788 1.23 1.03 -0.52
C -5.234770 -1.242194 0.036301 -0.53 -1.05 0.47
C -3.210028 -0.302327 1.116938 0.16 -0.37 0.34
C -3.798247 -0.511290 2.510769 1.72 1.70 0.14
C -3.067840 -0.926446 -1.189112 -0.03 0.12 -2.42
C -4.006530 -0.495778 -2.434701 0.04 -1.83 1.85
O -4.581816 -1.751483 -2.917013 0.55 1.06 0.48
C -5.655629 -1.556014 -3.827439 -0.18 0.14 1.02
H -4.105482 -3.528790 -1.296620 0.27 -0.57 0.68
H -4.649010 -4.294979 0.258762 -0.27 -0.18 -0.20
H -3.001855 -4.636207 -0.332460 -0.61 0.14 -0.25
H -2.128806 -2.570767 0.349732 -0.85 -0.62 0.20
H -3.389347 -2.814531 1.528732 -0.38 -0.31 1.97
H -5.569453 -1.773914 -0.886972 0.12 0.56 0.94
H -5.491717 -0.188854 0.060250 -0.08 0.13 -0.35
H -5.692245 -1.683338 0.959036 0.46 0.11 -1.01
H -3.465415 0.679516 0.695738 -0.24 -0.46 0.15
H -2.074782 -0.358771 1.136129 -1.44 -0.22 -0.18
H -4.805375 -0.865359 2.564588 -0.47 0.01 0.10
H -3.662283 0.459662 3.032087 -0.74 -0.28 -0.39
H -3.112474 -1.104977 3.075344 0.08 -1.10 0.37
H -2.421988 -1.775312 -1.545696 -0.79 0.79 0.45
H -2.399519 -0.076665 -0.975853 -0.36 -0.43 -0.03
H -3.430646 0.056163 -3.192573 0.08 -0.39 0.17
H -4.810280 0.163758 -2.101234 0.05 0.09 -0.01
H -6.032910 -2.533810 -4.096053 -0.12 -0.15 0.00
H -5.262106 -1.074224 -4.689916 0.02 0.58 -1.01
H -6.461080 -0.943177 -3.368402 0.36 -0.30 -0.31
C 2.376677 1.899441 8.450244 0.12 0.21 0.83
C 1.195484 2.224337 7.587837 -0.13 -0.71 -0.97
N -0.084868 1.465895 7.919698 -0.42 1.97 0.12
C 0.101348 0.032433 7.943191 1.29 -1.64 -0.90
C -0.604942 1.880317 9.273693 1.14 -2.11 0.59
C -1.791982 1.077317 9.709072 -1.15 0.53 0.37
C -1.152563 1.871677 6.936580 -0.70 -1.32 -0.92
C -0.839577 1.698742 5.461834 0.82 -0.09 0.46
O -0.459206 0.363852 5.241763 0.15 -0.27 -0.28
C -0.327528 -0.029740 3.873450 0.63 0.32 -0.87
H 2.734234 0.898388 8.314241 0.50 -0.43 -0.41
H 2.138777 1.955262 9.514705 -0.03 0.23 -0.05
H 3.161884 2.653822 8.285023 -0.20 -0.50 -0.14
H 1.408676 2.034046 6.495535 -0.28 0.27 1.27
H 0.936470 3.242773 7.765785 -0.26 0.91 -0.32
H 0.772125 -0.255460 7.122553 -0.22 0.19 0.25
H -0.837268 -0.465560 7.719378 0.09 -0.08 0.44
H 0.587410 -0.267002 8.878447 -0.47 0.02 -0.11
H -0.826406 2.893233 9.311518 -0.41 1.99 -0.48
H 0.218927 1.743499 9.994253 -0.30 -0.19 -0.40
H -1.912101 1.330301 10.739509 -0.15 0.06 0.92
H -1.748480 0.008902 9.674141 0.47 -0.54 -0.14
H -2.751338 1.368675 9.277378 0.23 0.13 -0.35
H -1.496266 2.880070 7.067980 0.29 0.64 0.50
H -2.041322 1.223608 7.109895 0.76 0.34 0.21
H -0.093992 2.413260 5.055338 -0.47 -0.23 0.17
H -1.799363 1.877744 5.042940 -0.71 0.54 -1.01
H -0.786306 0.708524 3.152225 0.57 -0.47 0.85
H -0.879658 -0.968339 3.743761 0.34 0.07 0.06
H 0.778155 -0.185956 3.623754 -1.53 0.22 0.21
C 6.294150 -1.224036 -0.662499 1.01 -1.56 -1.09
C 6.592066 -0.105796 -1.635487 0.65 -1.00 1.40
N 5.618473 1.000649 -1.473017 -0.43 1.56 -2.09
C 5.661960 1.465017 -0.088451 0.58 1.03 1.98
C 6.167426 2.121049 -2.354843 1.90 0.46 0.23
C 6.381721 1.781257 -3.845460 -1.16 0.59 0.15
C 4.247207 0.598312 -1.955737 -1.05 -1.34 1.37
C 3.231909 1.685618 -2.294370 0.90 1.48 -0.39
O 3.333210 2.700569 -1.305461 -0.49 -0.20 0.09
C 2.175317 3.562784 -1.352573 0.99 -0.03 -2.06
H 5.313386 -1.602149 -0.805243 -1.17 -0.21 -0.03
H 6.444150 -1.043237 0.372932 0.24 0.47 0.76
H 6.911693 -2.113446 -0.920824 -0.07 0.72 0.14
H 6.629722 -0.519719 -2.635537 -0.38 0.29 -0.07
H 7.560007 0.351812 -1.420509 0.02 -0.17 -0.09
H 5.317753 0.788652 0.659535 -0.54 -1.23 -0.15
H 5.063053 2.329211 0.119654 -0.35 0.55 -0.77
H 6.672513 1.707360 0.288042 -0.09 -0.17 -0.95
H 7.107616 2.293502 -1.793038 -0.14 0.25 -0.91
H 5.630975 3.057752 -2.289623 -0.69 -0.23 0.48
H 5.401175 1.965617 -4.366931 1.17 0.06 0.17
H 6.583117 0.739229 -3.976441 0.39 -0.45 -0.31
H 7.216741 2.367130 -4.297596 -0.85 -0.32 0.45
H 3.855439 -0.016689 -1.108337 0.02 0.34 -0.90
H 4.402365 -0.056331 -2.813986 -0.03 0.00 0.06
H 2.200037 1.316370 -2.350219 0.32 -0.53 0.22
H 3.436843 2.141571 -3.308476 -0.03 -0.34 0.74
H 2.259488 4.321621 -0.583571 -0.13 -0.19 0.15
H 1.298630 2.923611 -1.310840 -0.41 0.32 0.36
H 2.219533 4.056013 -2.376027 -0.41 -0.23 1.15
C 1.123792 -5.687160 -5.541447 -0.10 0.74 1.66
C -0.061427 -4.777382 -5.008982 1.64 0.75 -2.57
N 0.196345 -3.320142 -5.456446 2.21 0.00 -0.46
C 0.612452 -3.229040 -6.934068 1.12 1.18 1.39
C -1.043343 -2.504615 -5.391915 0.03 0.53 -0.03
C -1.768471 -2.521912 -4.092760 0.30 0.93 0.30
C 1.389276 -2.716301 -4.604278 -0.57 -0.61 -0.20
C 1.296949 -1.222107 -4.458340 -2.39 1.30 0.62
O 1.165281 -0.672756 -5.759931 0.74 -0.58 0.43
C 1.635553 0.626917 -5.880470 -0.31 0.55 -0.68
H 1.028624 -6.642444 -5.058198 -0.10 -0.46 0.39
H 2.049572 -5.241472 -5.132484 -0.29 -0.33 -0.22
H 1.316950 -5.938110 -6.583122 -0.77 0.67 -0.20
H -0.080251 -4.705685 -3.940260 -0.18 -0.48 0.53
H -1.027729 -4.968718 -5.458723 -0.18 -0.59 0.19
H -0.160626 -3.666138 -7.519159 -0.30 -0.46 -0.62
H 1.639441 -3.583570 -7.101531 -0.69 -0.60 0.16
H 0.728176 -2.147833 -7.072819 -0.51 -0.43 -0.42
H -1.673015 -2.921546 -6.156093 -0.40 -0.14 -0.45
H -0.767084 -1.498847 -5.704877 -0.11 -0.18 0.05
H -1.144818 -2.281677 -3.233365 0.09 -0.30 0.01
H -2.297390 -3.423481 -3.981032 -0.46 -1.37 0.58
H -2.552756 -1.783011 -4.115185 -0.16 0.36 -0.21
H 2.372327 -2.976095 -5.098670 -1.33 0.07 0.47
H 1.288396 -3.171038 -3.614918 0.33 0.06 -0.17
H 2.167367 -0.858682 -3.929023 0.53 0.01 0.01
H 0.398192 -0.794364 -3.809617 1.66 -1.30 -1.06
H 2.658805 0.756250 -5.578644 0.79 -0.22 0.03
H 1.060647 1.317460 -5.304953 -0.68 0.59 0.65
H 1.499457 0.892225 -6.919342 0.24 0.19 -0.26
As 1.330949 -2.158661 -0.317280 -1.59 0.64 -3.30
F 1.186014 -0.679170 -1.303655 -0.02 -0.33 0.36
F 2.181898 -1.300999 0.853892 0.45 0.21 1.02
F 1.389516 -3.684726 0.436487 0.11 0.36 0.28
F 0.418750 -2.979775 -1.693292 0.62 0.56 1.20
F 2.853381 -2.380379 -1.222840 -0.65 -0.47 0.54
F -0.236726 -1.664258 0.407166 1.20 -0.80 -0.25
C -3.993589 5.256829 2.441547 -0.15 1.71 1.54
F -5.036002 5.576783 1.655399 1.05 -0.60 0.63
F -3.022083 6.177568 2.289241 -0.59 -0.19 -0.03
F -4.401006 5.324218 3.765348 0.36 -0.30 -1.86
S -3.261570 3.623295 2.120208 -1.75 -3.44 3.69
O -2.351698 3.271336 3.246388 -0.89 1.37 -2.12
O -4.454723 2.746433 2.155181 1.67 1.16 -0.91
N -2.538720 3.875028 0.787974 0.73 -0.99 -1.74
S -2.763548 3.008698 -0.545497 1.10 1.68 -0.27
O -1.741387 2.052746 -0.923583 -0.17 0.26 0.94
O -4.116894 2.621444 -0.755698 -0.76 -0.54 -0.12
C -2.448267 4.357253 -1.793814 2.26 1.29 1.13
F -1.123270 4.849061 -1.815474 -1.62 -0.92 0.64
F -2.607825 3.809373 -2.955105 -0.76 -0.43 -1.47
F -3.216825 5.415618 -1.611355 -0.25 -0.33 -0.16
```
Forces are in eV/Å.

Values from the calculation:
Highest occupied orbital energy ... -12.92 eV
Net charge ... +2
E_LUMO ... -3.362 eV
Kohn-Sham gap ... 9.56 eV

=====

No. 2
Below is 5 unconnected molecules or ions with the total composition C34H81N4O3 at a distorted geometry, with properties calculated with the ωB97M-V functional and the def2-TZVPD basis.

```
122
Properties=species:S:1:pos:R:3:forces:R:3
O 0.789229 -0.216268 0.031396 -0.13 -0.22 0.10
H 0.330263 0.610218 -0.149353 -0.02 0.14 -0.09
C -3.592028 -3.759773 -1.869193 -0.24 0.08 -0.35
C -2.859641 -3.834534 -0.547560 0.24 0.84 0.69
N -1.752492 -2.774970 -0.331073 -0.97 0.07 -0.53
C -2.359903 -1.438844 0.022840 0.55 -0.31 0.28
C -0.859538 -3.154495 0.806337 0.18 1.05 1.67
C -1.564653 -3.219506 2.181038 0.44 -0.30 0.24
C -0.982643 -2.553159 -1.606695 1.74 -0.33 0.62
C 0.029392 -3.659824 -1.881044 -0.48 0.54 -1.15
O -0.567768 -4.922202 -1.979311 0.43 0.39 0.26
C 0.393023 -5.950487 -2.172380 -0.80 -1.10 0.37
H -3.813394 -2.731493 -2.169261 -0.04 0.05 0.26
H -4.563975 -4.230369 -1.722105 0.04 -0.11 -0.04
H -3.129961 -4.216793 -2.741774 0.32 -0.23 0.32
H -2.361623 -4.762024 -0.287227 -0.33 -0.30 -0.43
H -3.574604 -3.564710 0.228367 -0.01 -0.36 0.15
H -3.036159 -1.486866 0.872653 -0.22 -0.48 -0.24
H -2.867292 -1.067426 -0.861660 0.10 0.24 0.05
H -1.493908 -0.863379 0.362547 -0.07 0.51 -0.60
H -0.122317 -2.348672 0.870043 0.15 -0.05 -0.42
H -0.327276 -4.096247 0.706764 -0.31 -0.10 -0.74
H -0.796323 -3.280156 2.959953 0.29 -0.62 -0.34
H -2.167643 -4.122727 2.236120 -0.23 0.15 0.30
H -2.084372 -2.354008 2.595742 -0.47 0.10 -0.86
H -0.300225 -1.704761 -1.462438 -0.48 0.38 0.40
H -1.645675 -2.329676 -2.435423 -0.24 -0.33 0.15
H 0.883577 -3.593122 -1.199110 -0.19 -0.33 0.39
H 0.447641 -3.341908 -2.848949 0.12 -0.25 -0.15
H -0.182290 -6.879983 -2.178828 0.05 0.10 -0.23
H 1.041726 -6.059187 -1.297017 0.36 0.40 -0.25
H 0.914526 -5.879995 -3.127788 0.20 0.27 0.14
C 5.385040 -1.751852 -1.970177 -0.55 -0.24 -0.02
C 5.238916 -0.362688 -2.534080 0.17 0.86 0.29
N 3.906079 0.319979 -2.267028 -0.22 0.26 -0.97
C 3.648488 0.476268 -0.808809 -0.59 0.83 -0.20
C 3.988337 1.693950 -2.916339 0.20 0.21 0.40
C 2.683467 2.467602 -2.926444 0.49 0.90 -0.05
C 2.738512 -0.431329 -2.897022 0.80 -0.79 0.65
C 2.826334 -0.628809 -4.416614 -0.76 0.35 0.84
O 3.801982 -1.579045 -4.731981 0.14 0.01 -0.79
C 3.263220 -2.881222 -4.932690 -0.43 -0.07 0.71
H 6.321197 -2.186589 -2.313376 0.16 0.15 0.21
H 4.610113 -2.416658 -2.355981 0.05 0.05 -0.10
H 5.306113 -1.786822 -0.884080 0.31 0.07 0.02
H 5.420569 -0.335719 -3.605585 -0.20 -0.13 0.01
H 5.902995 0.379921 -2.084409 0.45 -0.46 0.05
H 4.459304 0.993324 -0.297060 0.43 -0.43 -0.24
H 3.329264 -0.450497 -0.350056 0.19 -0.13 -0.06
H 2.799590 1.150725 -0.749258 -0.20 -0.28 0.19
H 4.396009 1.554138 -3.915374 -0.28 -0.13 -0.08
H 4.760052 2.270794 -2.403811 -0.05 -0.18 0.29
H 2.335018 2.813321 -1.951206 -0.12 -0.72 0.18
H 1.907867 1.977840 -3.505249 -0.16 0.16 0.05
H 2.913831 3.447788 -3.356948 -0.03 -0.28 -0.55
H 1.818751 -0.012598 -2.495004 0.00 0.18 -0.18
H 2.842772 -1.411756 -2.428732 -0.37 -0.09 -0.11
H 2.973657 0.321857 -4.930883 0.38 -0.15 -0.18
H 1.818146 -0.944137 -4.707443 0.06 -0.17 -0.16
H 2.643655 -3.101041 -4.052669 -0.01 -0.37 -0.05
H 4.061473 -3.614762 -4.987686 0.19 0.20 -0.02
H 2.624122 -2.984110 -5.811952 0.14 0.35 -0.16
C 2.850989 -3.908759 1.698645 -0.07 0.36 0.70
C 3.389863 -3.228870 2.971969 0.17 0.36 -0.71
C 2.506391 -2.097849 3.537180 0.06 -1.87 0.98
C 2.632745 -0.813923 2.810303 -0.50 1.27 -0.60
N 1.662950 0.287210 3.249897 -0.61 0.48 1.65
C 1.712969 0.485902 4.758651 0.06 -0.99 0.99
C 0.591424 -0.381048 5.327542 -0.15 0.02 -0.13
C -0.533304 -0.052580 4.348353 -0.05 0.15 1.00
C 0.197234 -0.036087 3.021072 -1.07 -0.67 -1.20
C 2.009364 1.601791 2.629480 -0.07 -0.93 -1.37
H 3.671761 -4.403819 1.186388 -0.18 -0.09 -0.24
H 2.328904 -3.205434 1.044008 0.25 0.07 -0.19
H 2.111425 -4.647996 2.010851 0.04 -0.16 -0.17
H 4.385987 -2.800270 2.818550 0.01 -0.11 -0.22
H 3.541611 -4.009792 3.715005 -0.14 0.16 0.22
H 2.862126 -2.037216 4.569492 -0.27 0.50 0.03
H 1.480042 -2.473577 3.589360 -0.03 0.15 -0.16
H 2.390655 -0.871053 1.746979 0.28 -0.24 -0.14
H 3.620877 -0.390049 2.995673 0.05 0.02 -0.28
H 1.512701 1.529051 4.988150 0.09 0.06 -0.13
H 2.676315 0.188788 5.168090 0.22 0.25 -0.31
H 0.370908 -0.203106 6.378534 0.00 0.43 -0.09
H 0.804818 -1.446614 5.273881 0.25 0.09 -0.07
H -0.987574 0.903105 4.621810 0.20 0.16 -0.23
H -1.346614 -0.772617 4.443562 0.10 -0.15 -0.47
H -0.240800 0.603810 2.257250 0.39 0.50 0.21
H 0.089659 -0.985101 2.497631 0.57 -0.20 0.29
H 3.034239 1.847491 2.887006 -0.11 0.34 0.27
H 1.245570 2.334469 2.868824 0.27 0.12 0.53
H 1.926179 1.441035 1.551333 0.17 -0.07 -0.05
C -5.647023 7.968798 2.065461 1.20 -0.70 -0.17
C -5.282100 6.472647 2.166228 -0.10 -0.04 0.45
C -4.965910 5.846162 0.805451 -0.54 0.57 0.48
C -4.699789 4.365124 0.908177 -0.10 -0.11 -0.82
N -3.948744 3.810250 -0.308511 0.57 -0.13 0.84
C -3.534230 2.391947 0.013689 0.20 -1.08 -1.13
C -2.440426 2.098958 -1.014015 0.30 0.35 -0.46
C -1.687030 3.424908 -1.101647 -0.28 0.69 -0.97
C -2.640980 4.511483 -0.550788 1.02 -0.47 0.64
C -4.798252 3.860003 -1.550295 0.06 -0.33 0.71
H -4.798968 8.528841 1.663285 0.04 0.09 0.19
H -5.851696 8.308323 3.075488 -0.31 0.38 -0.16
H -6.453838 8.141539 1.356600 -0.36 -0.09 0.34
H -6.093128 6.001016 2.728752 -0.14 -0.39 -0.48
H -4.402009 6.259457 2.785625 0.01 0.59 0.16
H -4.067449 6.372238 0.476619 -0.08 -0.04 -0.31
H -5.807696 6.104046 0.158941 0.21 -0.27 -0.33
H -5.606434 3.760602 0.942604 -0.10 0.14 0.24
H -4.078668 4.126917 1.770661 0.04 0.05 -0.01
H -4.390530 1.735050 -0.132130 -0.13 0.13 0.22
H -3.152711 2.246914 1.022007 -0.17 0.68 0.17
H -2.883894 1.821762 -1.971164 0.01 0.01 0.03
H -1.665254 1.365552 -0.796140 -0.63 -0.50 0.47
H -1.431570 3.697276 -2.126933 0.15 -0.27 0.01
H -0.752713 3.333323 -0.550739 -0.10 0.42 0.18
H -2.759817 5.382536 -1.185149 -0.17 -0.06 -0.06
H -2.230077 4.824030 0.409534 -0.41 0.24 0.08
H -5.187886 4.869452 -1.619834 -0.15 -0.06 -0.17
H -5.570879 3.110540 -1.393736 -0.28 0.26 -0.23
H -4.218266 3.602925 -2.431168 0.13 0.08 0.07
```
Forces are in eV/Å.

Values from the calculation:
Highest occupied orbital energy ... -15.04 eV
Net charge ... +3
E_LUMO ... -6.393 eV
Kohn-Sham gap ... 8.64 eV